# 1
Below is an isolated molecule of C5H6O in a non-equilibrium geometry, with properties calculated with ωB97M-V with the def2-TZVPD basis set.

Output
HOMO energy: -0.332 Ha
Total charge: 0
LUMO level: 1.1 eV
Frontier orbital gap: 10.2 eV
Energy above the lowest of the compared OMol25 structures with the same formula, charge and spin: 87.9 kcal/mol

Positions of all 12 atoms, in Å:
1 C 0.264 -0.866 -0.904
2 H -0.766 -1.621 1.101
3 C 0.368 0.666 -0.778
4 H -0.464 -1.120 -1.677
5 C -0.367 -0.818 0.497
6 H 1.202 -1.418 -1.007
7 H -1.760 0.999 0.722
8 H 0.532 1.436 -1.523
9 O 1.351 0.820 0.252
10 C -0.898 0.555 0.216
11 H 0.232 0.970 2.001
12 C 0.308 0.397 1.101

Force components x, y, z for each atom (eV/Å):
C 0.093 -0.161 -0.075
H -0.181 0.046 -0.250
C -0.461 0.202 -0.837
H 0.042 -0.234 0.236
C 0.165 -0.418 0.181
H -0.026 0.173 -0.169
H 0.148 0.359 -1.134
H -0.229 -0.469 -0.599
O -0.702 0.742 -0.003
C 0.915 0.658 0.617
H 0.329 -0.952 1.069
C -0.094 0.055 0.966

These are the Mulliken partial charges, in e, on atoms 1 to 6:
1. C -0.436
2. H 0.380
3. C -0.232
4. H 0.278
5. C -0.356
6. H 0.300

=====

# 2
Below is a structure of composition C29H41F5P2SY in a non-equilibrium geometry, with properties calculated with ωB97M-V with the def2-TZVPD basis set.

Output
HOMO energy (alpha / beta): -0.249 / -0.248 Ha
Total charge: +1
LUMO level (alpha / beta): -4.3 / -4.3 eV
Frontier orbital gap (alpha / beta): 2.4 / 2.4 eV
Energy above the lowest of the compared OMol25 structures with the same formula, charge and spin: 202.5 kcal/mol

Positions of all 79 atoms, in Å:
1 H 3.141 -0.737 2.190
2 C 4.142 2.323 -1.297
3 C -0.857 3.715 4.564
4 H 0.510 0.336 4.244
5 H -0.337 -0.236 -1.431
6 C 0.616 -2.894 1.345
7 H 1.958 2.367 -3.607
8 H 2.162 -0.299 4.086
9 H -0.169 1.688 -4.310
10 C -2.085 0.097 -3.459
11 F -1.214 3.800 5.865
12 C 1.443 -2.024 2.104
13 C -0.176 3.577 1.883
14 P -3.248 -0.592 -2.168
15 H -2.919 -2.959 -1.999
16 Y -0.273 1.724 -1.035
17 H 1.513 -4.630 0.464
18 C 4.591 -0.389 -1.592
19 H 1.194 -1.049 -1.414
20 H -0.568 3.254 -3.477
21 C -0.635 -2.067 3.088
22 C 1.254 2.258 -2.772
23 H 3.509 -2.453 2.435
24 C -2.621 -2.083 -1.400
25 C -1.022 -0.919 -3.880
26 C -1.762 -1.745 3.979
27 C -0.154 2.240 -3.369
28 H 3.695 3.096 -0.662
29 H 5.543 -0.387 -1.039
30 C 1.116 -0.579 4.231
31 F 0.138 3.584 0.515
32 C -1.120 2.566 3.833
33 C 0.429 -0.753 -3.437
34 H 2.462 0.540 -2.682
35 H 3.140 -1.854 0.808
36 H -1.040 -0.929 -4.985
37 C -2.393 0.760 -1.324
38 S -1.094 1.002 1.583
39 H -2.143 -0.730 3.789
40 H -5.210 0.159 -1.142
41 C -0.789 2.444 2.456
42 H 0.173 -3.939 -0.471
43 C 0.669 -1.512 3.184
44 H -2.585 -2.453 3.834
45 H -2.735 -3.192 1.515
46 F 0.739 5.759 1.986
47 H -1.527 -2.084 -1.277
48 H -5.541 -1.230 -2.223
49 H 1.022 -1.036 5.225
50 H -5.322 0.406 -2.913
51 C -1.818 1.336 -2.577
52 H -1.641 -4.282 0.623
53 C 1.695 0.945 -2.000
54 H 4.194 -1.412 -1.559
55 H -1.451 -1.780 5.030
56 H -2.705 0.359 -4.327
57 C -1.813 -3.786 1.585
58 C 2.875 -1.751 1.868
59 H 1.757 -3.133 -0.449
60 C -0.662 -2.942 1.970
61 C 0.671 -0.235 -1.948
62 H -3.058 -2.174 -0.396
63 C -4.999 -0.283 -2.122
64 H -1.997 -4.568 2.339
65 H -2.365 2.240 -2.911
66 H 3.900 2.519 -2.347
67 H -2.852 1.367 -0.526
68 H 0.959 -0.102 -4.149
69 C -0.222 4.798 3.946
70 C 1.032 -3.683 0.165
71 H 0.922 -1.740 -3.488
72 F -1.724 1.512 4.450
73 F 0.036 5.918 4.645
74 P 3.429 0.747 -0.731
75 H 4.782 -0.093 -2.631
76 H -1.344 -1.937 -3.595
77 H 1.426 3.182 -2.164
78 H 5.226 2.315 -1.136
79 C 0.127 4.721 2.596

Force components x, y, z for each atom (eV/Å):
H 0.077 -0.171 -0.113
C -0.280 0.340 0.201
C -0.131 0.085 0.447
H 0.111 -0.035 0.062
H 0.633 -0.357 -0.151
C -0.398 0.569 0.475
H -0.210 0.152 0.230
H -0.047 0.060 0.125
H -0.287 0.231 0.279
C -1.405 -0.241 -0.930
F 0.364 -0.062 -1.152
C -1.107 0.220 0.305
C -0.453 -0.435 1.004
P 3.530 2.093 2.257
H 0.128 -0.008 0.377
Y 0.217 1.731 6.777
H -0.038 0.122 -0.286
C -0.736 -0.329 -0.727
H -0.313 0.371 0.057
H 0.177 -0.443 -0.034
C 0.957 -0.315 -0.791
C 0.963 0.704 -0.432
H 0.059 0.158 -0.200
C -0.887 -1.216 -0.398
C 0.060 -0.691 -0.882
C -0.402 0.110 0.338
C -0.073 -0.179 -0.190
H 0.226 0.132 -0.255
H -0.385 0.182 0.029
C 0.110 0.294 0.384
F -0.047 -0.255 0.065
C -0.241 -0.659 -0.227
C 0.264 -0.044 0.710
H -0.718 -0.142 -0.100
H 0.064 -0.003 0.080
H 0.192 -0.134 0.407
C -0.282 -0.044 0.119
S 0.077 -0.309 -1.195
H -0.043 -0.236 0.087
H 0.042 -0.131 -0.183
C 0.559 1.202 0.470
H 0.162 -0.049 0.010
C -0.240 -0.846 -1.125
H 0.014 0.114 0.157
H -0.065 -0.164 -0.003
F -0.345 -0.496 0.335
H -0.437 0.297 -0.112
H -0.047 0.219 -0.007
H 0.074 0.155 -0.013
H 0.195 -0.140 0.181
C -3.884 0.443 -3.005
H -0.126 -0.035 0.102
C 2.454 -1.298 -0.436
H 0.197 0.167 -0.040
H -0.182 0.002 -0.052
H 0.413 0.097 -0.004
C -0.319 -0.287 0.004
C 0.575 -0.027 0.169
H 0.062 -0.092 -0.071
C 0.578 0.947 0.253
C 1.072 -2.062 -1.799
H 0.048 0.031 -0.197
C -0.664 -0.494 -0.333
H -0.081 0.066 -0.272
H 0.364 -0.509 -0.321
H 0.387 0.098 0.124
H 0.255 -0.127 -0.424
H -0.123 -0.197 0.375
C 0.067 0.233 0.044
C 0.130 -0.396 -0.131
H -0.237 0.429 -0.202
F 0.589 1.217 -0.552
F -0.100 -0.590 -0.396
P -0.994 0.590 0.848
H 0.087 -0.133 0.138
H 0.033 0.467 -0.087
H -0.096 -0.445 -0.184
H -0.244 0.047 -0.105
C 0.104 0.450 0.095

These are the Mulliken partial charges, in e, on atoms 1 to 6:
1. H 0.298
2. C -1.143
3. C -0.041
4. H 0.032
5. H -0.822
6. C 0.627